No. 1
Computed, not measured: C5H9AlBrCl9InNO7S as an isolated structure in a non-equilibrium geometry, with the ωB97M-V functional and the def2-TZVPD basis.

Each line ends with the Löwdin charge.
Cartesian coordinates (Å):
In (-2.074, -0.262, -2.012)  0.21
Br (-1.355, -2.629, -1.380)  0.01
Cl (-3.219, 1.281, -6.303)  0.51
Cl (-1.606, -1.076, 4.185)  0.51
Cl (2.452, -0.117, 2.397)  0.68
Cl (-3.951, -1.425, -6.977)  0.53
Cl (-2.357, 0.137, -8.803)  0.53
Cl (-3.860, -1.261, 2.360)  0.52
Cl (-1.216, -0.801, -6.327)  0.50
Cl (-1.754, -3.235, 2.314)  0.60
Cl (-1.238, -0.564, 1.371)  0.52
S (1.053, -0.179, -0.970)  1.04
Al (-3.087, 0.916, 5.067)  0.78
O (1.304, -0.336, 3.220)  -0.34
O (1.191, 0.852, 7.281)  0.01
O (-0.778, 0.182, 6.692)  -0.26
O (2.531, -1.156, 1.380)  -0.36
O (-0.554, 1.744, 8.181)  -0.04
O (2.280, 1.171, 1.682)  -0.35
O (3.640, -0.081, 3.166)  -0.26
N (-0.024, 0.944, 7.401)  -0.62
C (-2.118, -1.541, 2.528)  -1.96
C (2.528, 0.772, -0.943)  -0.45
C (-2.687, -0.203, -7.103)  -2.06
C (-0.092, 0.901, -1.645)  -0.50
C (3.712, 0.156, -1.683)  -0.10
H (-0.382, 1.707, -0.957)  0.08
H (-3.375, 0.343, -1.058)  -0.09
H (2.272, 1.743, -1.361)  0.10
H (2.719, 0.868, 0.179)  0.07
H (0.358, 1.345, -2.533)  0.04
H (3.834, -0.898, -1.445)  0.09
H (3.553, 0.255, -2.754)  0.08
H (4.606, 0.714, -1.420)  0.09
H (-2.309, -0.268, -3.730)  -0.10

- Largest force on an atom: 0.0604 Eh/bohr
- 2S+1: 1
- Orbital gap: 2.050 eV
- HOMO energy: -7.96 eV
- ΔE to the lowest compared entry with this formula, charge and spin: 0.00 kcal/mol
- Charge: 0

No. 2
Computed, not measured: C5H9BBrNO6S in the gas phase in a non-equilibrium geometry, with the ωB97M-V functional and the def2-TZVPD basis.

Each line ends with the Löwdin charge.
Cartesian coordinates (Å):
Br (2.872, 1.136, 2.179)  0.72
S (-0.652, 1.620, -0.162)  0.76
O (-1.651, 1.713, -1.316)  -0.36
O (-1.988, -2.264, 1.014)  0.11
O (-2.944, -0.025, 1.296)  0.12
O (0.232, 0.764, 2.968)  0.06
O (0.742, -0.515, 1.034)  -0.10
O (-1.255, 2.451, 0.952)  -0.33
N (1.856, -1.794, -2.319)  0.06
C (-0.440, -0.178, 0.251)  -0.34
C (1.113, -1.820, -1.227)  -0.19
C (1.007, 0.400, 2.081)  -0.74
C (0.916, 2.411, -0.836)  -0.12
C (-0.241, -0.942, -1.186)  -0.08
B (-1.837, -0.827, 0.868)  -0.46
H (0.898, 3.501, -0.495)  0.09
H (-1.089, -2.648, 1.171)  0.11
H (-3.219, -0.386, 2.177)  0.13
H (1.846, 1.886, -0.437)  0.03
H (2.684, -2.410, -2.193)  0.05
H (-1.118, -1.664, -1.394)  0.14
H (-0.164, -0.223, -2.064)  0.12
H (0.953, 2.302, -1.983)  0.09
H (1.475, -2.487, -0.377)  0.12

- Largest force on an atom: 0.1425 Eh/bohr
- 2S+1: 1
- Orbital gap: 9.869 eV
- HOMO energy: -10.32 eV
- SMILES: [H]/N=C/C[C@](OC(=O)Br)(B(O)O)S(C)(=O)=O
- ΔE to the lowest compared entry with this formula, charge and spin: 69.16 kcal/mol
- Charge: 0

No. 3
Computed, not measured: a 2-piece molecular cluster, C5H9Br2NO3P overall, with the ωB97M-V functional and the def2-TZVPD basis.

Each line ends with the Löwdin charge.
Cartesian coordinates (Å):
Br (-0.433, 1.069, -0.874)  0.87
Br (2.791, -1.013, 1.304)  0.31
P (1.635, -2.201, -0.181)  0.56
O (-0.490, 3.632, -2.247)  -0.50
O (0.079, -3.061, 2.370)  0.05
O (1.850, -1.258, -1.500)  -0.40
N (-1.695, -1.595, 2.055)  0.06
C (-0.538, -0.234, 0.522)  -0.77
C (-0.493, -2.246, 1.686)  -0.52
C (0.828, 3.733, -2.005)  -0.58
C (-0.054, -1.683, 0.328)  -0.50
C (-1.945, -0.560, 1.020)  -0.23
H (-0.714, -2.185, -0.403)  0.12
H (-0.002, 0.148, 1.399)  0.08
H (-2.543, 0.278, 1.371)  0.12
H (-1.557, -1.213, 2.984)  0.13
H (-2.484, -1.064, 0.211)  0.11
H (1.873, -1.802, -2.294)  0.05
H (1.128, 3.564, -0.930)  0.01
H (1.462, 2.972, -2.548)  0.02
H (1.304, 4.717, -2.268)  0.03

- Largest force on an atom: 0.0158 Eh/bohr
- 2S+1: 1
- Orbital gap: 5.087 eV
- HOMO energy: -2.38 eV
- Charge: -1

No. 4
Computed, not measured: C5H9Br9N2O4 as an isolated structure in a non-equilibrium geometry, with the ωB97M-V functional and the def2-TZVPD basis.

Each line ends with the Löwdin charge.
Cartesian coordinates (Å):
Br (14.954, 11.650, 14.864)  0.54
Br (16.579, 14.130, 16.019)  0.85
Br (18.326, 13.175, 21.871)  0.49
Br (13.886, 19.344, 17.099)  0.61
Br (13.467, 17.824, 20.040)  0.73
Br (16.426, 18.145, 18.643)  0.75
Br (13.620, 14.559, 14.807)  0.78
Br (15.427, 12.794, 23.409)  0.51
Br (16.221, 15.679, 22.047)  0.78
O (15.298, 13.914, 19.765)  -0.05
O (13.989, 15.506, 17.469)  -0.20
O (12.252, 14.596, 16.555)  -0.21
O (15.166, 16.076, 20.038)  -0.54
N (12.907, 14.973, 17.567)  -0.31
N (15.503, 15.077, 19.430)  -0.41
C (16.162, 15.280, 18.092)  -0.26
C (14.518, 17.964, 18.324)  -1.40
C (16.362, 13.698, 21.889)  -1.38
C (14.801, 13.363, 15.902)  -1.31
C (12.410, 14.660, 18.939)  0.06
H (16.488, 14.304, 17.733)  -0.11
H (15.850, 13.275, 21.025)  -0.08
H (12.666, 15.397, 19.700)  0.03
H (14.376, 16.992, 17.852)  -0.08
H (12.789, 13.721, 19.345)  0.11
H (11.327, 14.641, 18.822)  0.11
H (16.923, 16.010, 18.367)  0.01
H (14.404, 13.069, 16.873)  0.00
H (15.441, 15.764, 17.433)  0.00

- Largest force on an atom: 0.1495 Eh/bohr
- 2S+1: 1
- Orbital gap: 7.514 eV
- HOMO energy: -9.10 eV
- ΔE to the lowest compared entry with this formula, charge and spin: 225.43 kcal/mol
- Charge: 0

No. 5
Computed, not measured: C5H9BrF2O in the gas phase in a non-equilibrium geometry, with the ωB97M-V functional and the def2-TZVPD basis.

Each line ends with the Löwdin charge.
Cartesian coordinates (Å):
Br (1.920, 2.327, 0.840)  0.74
F (2.017, -0.438, 0.995)  -0.02
F (0.697, 0.452, 2.415)  0.00
O (-0.105, -0.465, -2.307)  -0.04
C (-1.372, 0.995, 0.042)  -0.06
C (-0.227, 0.061, 0.090)  -0.47
C (-0.518, -1.375, 0.571)  -0.04
C (1.071, 0.547, 1.110)  -0.80
C (0.577, 0.126, -1.252)  -0.29
H (-2.077, 0.698, 0.872)  0.10
H (-1.738, 0.942, -1.048)  0.12
H (-1.139, 2.069, 0.337)  0.09
H (0.156, -1.387, -2.237)  0.09
H (-0.118, -2.139, -0.107)  0.06
H (1.589, -0.340, -1.038)  0.14
H (0.724, 1.198, -1.544)  0.12
H (0.169, -1.693, 1.610)  0.16
H (-1.626, -1.578, 0.653)  0.10

- Largest force on an atom: 0.0896 Eh/bohr
- 2S+1: 1
- Orbital gap: 10.847 eV
- HOMO energy: -10.31 eV
- SMILES: CC(C)(CO)C(F)(F)Br
- ΔE to the lowest compared entry with this formula, charge and spin: 0.00 kcal/mol
- Charge: 0

No. 6
Computed, not measured: an isolated ion of composition C5H9BrN and charge +1 in a non-equilibrium geometry, with the ωB97M-V functional and the def2-TZVPD basis.

Each line ends with the Löwdin charge.
Cartesian coordinates (Å):
Br (-3.737, 0.234, 0.036)  1.02
N (-1.078, -0.441, -0.340)  -0.17
C (0.170, 1.827, 0.712)  -0.02
C (0.260, -0.146, -0.924)  -0.04
C (0.946, 0.883, 0.237)  -0.07
C (-1.323, -1.141, 0.924)  -0.07
C (-2.191, 0.267, -0.885)  -0.44
H (0.219, 0.212, -1.885)  0.09
H (0.756, 2.543, 1.309)  0.08
H (-1.922, 0.685, -1.805)  0.08
H (1.985, 0.940, 0.631)  0.12
H (-2.252, -1.631, 1.016)  0.05
H (0.845, -1.083, -0.751)  0.13
H (-0.663, 2.441, 0.536)  0.06
H (-1.496, -0.417, 1.621)  0.05
H (-0.543, -1.779, 1.250)  0.11

- Largest force on an atom: 0.1463 Eh/bohr
- 2S+1: 1
- Orbital gap: 9.010 eV
- HOMO energy: -14.40 eV
- SMILES: C=CC/[N+](C)=C/Br
- ΔE to the lowest compared entry with this formula, charge and spin: 53.66 kcal/mol
- Charge: +1

No. 7
Computed, not measured: an isolated ion of composition C5H9Cl2N4 and charge +1 in a non-equilibrium geometry, with the ωB97M-V functional and the def2-TZVPD basis.

Each line ends with the Löwdin charge.
Cartesian coordinates (Å):
Cl (0.089, 3.138, -0.040)  0.73
Cl (3.055, 2.175, -0.258)  0.69
N (-0.867, -0.617, -0.421)  0.18
N (-0.658, 0.648, 0.030)  -0.07
N (-2.423, -0.170, 1.066)  0.19
N (-2.366, -2.368, 0.073)  0.19
C (0.461, 1.461, -0.469)  -0.64
C (-1.939, -1.101, 0.259)  -0.37
C (2.254, -0.355, -0.265)  -0.13
C (-1.642, 0.883, 0.898)  -0.07
C (1.787, 1.021, 0.176)  -0.76
H (1.636, 1.004, 1.249)  0.11
H (3.199, -0.548, 0.225)  0.09
H (0.483, 1.407, -1.550)  0.12
H (-3.335, -2.613, 0.000)  0.13
H (1.588, -1.139, 0.079)  0.07
H (2.424, -0.423, -1.334)  0.09
H (-1.742, 1.828, 1.389)  0.13
H (-1.689, -3.100, -0.018)  0.12
H (-0.317, -1.131, -1.089)  0.18

- Largest force on an atom: 0.0230 Eh/bohr
- 2S+1: 1
- Orbital gap: 10.533 eV
- HOMO energy: -14.28 eV
- SMILES: C[C@@H](Cl)[C@H](Cl)n1cnc(N)[nH+]1
- ΔE to the lowest compared entry with this formula, charge and spin: 4.99 kcal/mol
- Charge: +1

No. 8
Computed, not measured: C5H9ClFN in the gas phase in a non-equilibrium geometry, with the ωB97M-V functional and the def2-TZVPD basis.

Each line ends with the Löwdin charge.
Cartesian coordinates (Å):
Cl (2.521, -1.027, -0.563)  0.60
F (0.757, -1.319, 1.263)  -0.15
N (-1.336, -1.794, -0.401)  -0.06
C (1.121, 1.145, 0.712)  -0.13
C (0.992, -0.299, 0.191)  -0.67
C (0.152, 1.533, -0.356)  -0.13
C (-0.080, 0.015, -0.848)  -0.30
C (-1.304, -0.438, -0.267)  -0.39
H (0.563, 1.131, 1.635)  0.12
H (2.012, 1.629, 0.993)  0.11
H (-0.776, 1.999, -0.030)  0.11
H (0.362, -0.044, -1.978)  0.19
H (-0.972, -0.334, 0.873)  0.15
H (-0.372, -2.350, 0.038)  0.17
H (-2.139, 0.283, -0.526)  0.15
H (-2.050, -2.306, 0.338)  0.14
H (0.549, 2.179, -1.075)  0.09

- Largest force on an atom: 0.1733 Eh/bohr
- 2S+1: 1
- Orbital gap: 9.966 eV
- HOMO energy: -9.00 eV
- SMILES: NC[C@H]1CC[C@]1(F)Cl
- ΔE to the lowest compared entry with this formula, charge and spin: 84.97 kcal/mol
- Charge: 0

No. 9
Computed, not measured: C5H9ClN2 in the gas phase in a non-equilibrium geometry, with the ωB97M-V functional and the def2-TZVPD basis.

Each line ends with the Löwdin charge.
Cartesian coordinates (Å):
Cl (-2.776, -0.634, 0.085)  0.60
N (0.916, -2.015, -0.829)  0.03
N (1.002, -0.291, 1.316)  0.07
C (-0.354, 1.443, 0.255)  -0.16
C (-1.080, -1.075, 0.345)  -0.57
C (0.025, 0.018, 0.375)  -0.53
C (-0.078, -0.975, -0.748)  -0.35
C (-0.258, 2.320, -0.754)  0.00
H (0.195, 2.232, -1.838)  0.10
H (-0.737, 3.314, -0.623)  0.05
H (0.704, -0.141, 2.246)  0.08
H (1.554, -1.663, -1.602)  0.10
H (1.502, -1.952, 0.035)  0.07
H (-1.005, -1.880, 1.086)  0.11
H (-0.544, -0.713, -1.734)  0.16
H (-0.958, 1.783, 1.153)  0.12
H (1.892, 0.229, 1.232)  0.12

- Largest force on an atom: 0.0521 Eh/bohr
- 2S+1: 1
- Orbital gap: 10.004 eV
- HOMO energy: -9.09 eV
- SMILES: C=C[C@]1(N)[C@@H](N)[C@@H]1Cl
- ΔE to the lowest compared entry with this formula, charge and spin: 53.01 kcal/mol
- Charge: 0

No. 10
Computed, not measured: C5H9ClN5O2 as an isolated structure in a non-equilibrium geometry, with the ωB97M-V functional and the def2-TZVPD basis.

Each line ends with the Löwdin charge.
Cartesian coordinates (Å):
Cl (-0.276, 1.563, 1.425)  0.98
O (-2.788, 1.036, 0.055)  0.08
O (-4.014, -0.728, 0.174)  0.19
N (0.138, 0.659, -1.411)  -0.04
N (1.217, 1.342, 0.581)  -0.41
N (-1.921, -0.845, 0.683)  0.23
N (0.561, -0.967, 0.740)  -0.13
N (-3.029, -0.105, 0.276)  -0.44
C (1.643, 0.018, 0.920)  -0.23
C (-0.690, -0.616, 0.810)  -0.14
C (1.039, 1.563, -0.890)  -0.26
C (1.055, -2.267, 0.874)  0.00
C (-0.827, 0.964, -2.192)  0.04
H (-1.240, 1.921, -2.254)  0.07
H (2.016, 1.578, -1.273)  0.12
H (0.747, -2.844, -0.008)  0.12
H (0.660, -2.806, 1.719)  0.11
H (2.037, 0.024, 1.942)  0.15
H (2.586, -0.190, 0.294)  0.18
H (0.471, 2.587, -0.861)  0.15
H (2.174, -2.090, 0.924)  0.13
H (-1.560, 0.203, -2.527)  0.10

- Largest force on an atom: 0.1147 Eh/bohr
- 2S+1: 1
- Orbital gap: 8.278 eV
- HOMO energy: -13.70 eV
- Charge: +1

No. 11
Computed, not measured: C5H9ClO as an isolated structure in a non-equilibrium geometry, with the ωB97M-V functional and the def2-TZVPD basis.

Each line ends with the Löwdin charge.
Cartesian coordinates (Å):
Cl (-0.367, -2.856, -0.434)  0.54
O (-1.086, 0.147, 1.296)  0.00
C (-0.517, 1.384, -0.615)  -0.04
C (-1.109, -1.350, -0.914)  -0.49
C (1.083, -0.318, 0.372)  -0.17
C (1.497, -0.644, 1.592)  0.02
C (-0.327, 0.112, 0.153)  -0.53
H (1.107, -0.437, 2.551)  0.06
H (2.472, -1.015, 1.577)  0.04
H (-1.612, 1.351, -1.100)  0.13
H (-0.613, 2.255, 0.076)  0.10
H (-0.975, -0.639, 1.788)  0.07
H (-1.063, -1.084, -2.036)  0.08
H (1.740, -0.554, -0.518)  0.14
H (0.176, 1.626, -1.339)  0.05
H (-2.053, -1.632, -0.510)  0.00

- Largest force on an atom: 0.0963 Eh/bohr
- 2S+1: 1
- Orbital gap: 9.951 eV
- HOMO energy: -9.06 eV
- ΔE to the lowest compared entry with this formula, charge and spin: 68.06 kcal/mol
- Charge: 0

No. 12
Computed, not measured: an isolated ion of composition C5H9ClO2P and charge -1 in a non-equilibrium geometry, with the ωB97M-V functional and the def2-TZVPD basis.

Each line ends with the Mulliken spin population.
Cartesian coordinates (Å):
Cl (1.981, 0.729, -2.526)  0.07
P (0.160, -0.331, 1.849)  0.01
O (-0.259, -1.217, 2.964)  0.04
O (-1.088, 0.748, 1.568)  0.01
C (1.658, 0.566, 1.917)  0.74
C (-1.207, 0.362, -1.610)  0.06
C (-0.289, -1.159, 0.134)  0.28
C (1.331, -0.194, -1.235)  0.68
C (0.045, -0.263, -0.961)  0.24
H (1.761, 1.098, 1.011)  -0.06
H (-1.159, 1.479, -1.692)  0.03
H (-1.452, -0.182, -2.572)  0.02
H (-1.395, -1.341, 0.048)  0.01
H (2.438, 0.136, 2.403)  0.02
H (1.908, -0.828, -0.588)  -0.06
H (-1.826, 0.179, -0.821)  -0.02
H (0.272, -2.153, 0.078)  -0.08
H (-1.164, 1.019, 2.455)  0.00

- Largest force on an atom: 0.1248 Eh/bohr
- <S²>: 2.0156
- 2S+1: 3
- Orbital gap (spin up / spin down): 3.160 / 4.588 eV
- HOMO energy (spin up / spin down): 0.40 / -3.20 eV
- Charge: -1

What calculated total energy values result from the calculations? In sequence: -8323.15351; -3699.13217; -5965.80579; -23771.92552; -3044.84258; -2824.29524; -1335.08380; -810.58899; -765.54560; -1079.79552; -731.24743; -1147.81772 Eh.